1.
The following is a quantum chemistry calculation of a molecular structure, C5H8OS5Tc in a non-equilibrium geometry, from the Open Molecules 2025 dataset.

Last column: Mulliken charge in e.
Positions of all 20 atoms, in Å:
Tc  9.504  3.378  4.271  0.217
S  13.499  4.579  4.477  -0.250
C  12.116  3.745  4.541  0.425
S  11.542  2.917  3.101  -0.184
S  11.107  3.626  5.966  -0.353
O  8.315  2.351  2.970  -0.528
S  6.993  2.245  3.924  0.274
C  7.047  3.154  5.532  -0.678
C  5.548  3.564  5.797  -0.667
C  4.810  3.610  4.467  -0.526
C  5.898  3.599  3.399  -0.404
H  7.813  3.927  5.416  0.576
H  7.359  2.384  6.218  0.582
H  5.478  4.528  6.289  0.323
H  5.173  2.809  6.453  0.300
H  4.273  4.520  4.284  0.333
H  4.137  2.750  4.265  0.280
H  6.555  4.489  3.336  0.200
H  5.522  3.433  2.371  0.403
S  9.251  5.123  3.144  -0.322

Frontier orbital gap (spin up / spin down), eV: 6.78 / 6.62
Charge: 0
Highest occupied orbital energy (spin up / spin down), eV: -7.475 / -7.685
Lowest unoccupied orbital energy (spin up / spin down), eV: -0.7 / -1.1
Electronic energy, eV: -63734.1043
2S+1: 4


2.
The following is a quantum chemistry calculation of a single C5H8S molecule in a non-equilibrium geometry, from the Open Molecules 2025 dataset.

Last column: Mulliken charge in e.
Positions of all 14 atoms, in Å:
C  1.651  -1.453  -0.120  -1.083
C  0.307  -0.827  -0.353  0.330
C  -0.808  -0.911  -1.039  -0.710
C  -0.499  0.341  0.280  0.349
C  -0.380  1.772  -0.076  -1.179
S  -1.243  0.043  1.917  -0.260
H  2.335  -0.807  0.335  0.396
H  2.120  -1.952  -1.050  0.266
H  1.674  -2.026  0.793  0.307
H  -1.450  -1.081  -1.803  0.426
H  -1.368  2.355  0.073  0.302
H  -0.223  1.958  -1.039  0.458
H  0.419  2.257  0.461  0.282
H  -2.534  0.333  1.621  0.116

Frontier orbital gap, eV: 9.39
Charge: 0
Highest occupied orbital energy, eV: -8.498
SMILES string: CC1=C[C@@]1(C)S
Lowest unoccupied orbital energy, eV: 0.9
Electronic energy, eV: -16145.8460


3.
The following is a quantum chemistry calculation of a single C5H8S molecule in a non-equilibrium geometry, from the Open Molecules 2025 dataset.

Last column: Mulliken charge in e.
Positions of all 14 atoms, in Å:
C  -2.818  0.729  0.093  -0.826
C  -1.607  0.842  -0.366  0.161
C  -0.491  0.653  0.473  -0.514
C  1.446  -0.116  -0.428  -0.464
C  2.249  -1.248  0.146  -0.679
S  1.114  1.464  0.228  -0.104
H  -3.603  0.777  -0.620  0.289
H  -3.019  0.501  1.150  0.289
H  -1.577  1.298  -1.355  0.304
H  -0.314  -0.249  1.062  0.338
H  1.203  -0.244  -1.491  0.417
H  2.286  -2.233  -0.301  0.337
H  1.782  -1.356  1.043  0.253
H  3.348  -0.818  0.365  0.199

Frontier orbital gap (spin up / spin down), eV: 7.54 / 7.92
Charge: 0
Highest occupied orbital energy (spin up / spin down), eV: -6.530 / -9.064
Lowest unoccupied orbital energy (spin up / spin down), eV: 1.0 / -1.1
Electronic energy, eV: -16144.3683
2S+1: 3


4.
The following is a quantum chemistry calculation of 2 unconnected molecules or ions with the total composition C5H8S in a non-equilibrium geometry, from the Open Molecules 2025 dataset.

Last column: Mulliken charge in e.
Positions of all 14 atoms, in Å:
C  1.709  -0.286  -0.370  -0.168
C  1.212  -0.109  0.825  -0.418
C  2.238  0.884  0.452  -0.523
C  -1.774  -1.094  -0.476  -0.534
C  -2.561  -0.254  0.500  0.009
S  -2.315  1.428  0.462  -0.252
H  1.417  -0.929  -1.182  0.385
H  3.305  0.593  0.595  0.204
H  2.099  2.016  0.155  0.174
H  -0.753  -1.129  -0.149  -0.031
H  -1.587  -0.628  -1.460  0.294
H  -2.408  -1.922  -0.602  0.358
H  0.856  -0.474  1.758  0.378
H  -1.438  1.905  -0.510  0.123

Frontier orbital gap (spin up / spin down), eV: 7.97 / 8.04
Charge: 0
Highest occupied orbital energy (spin up / spin down), eV: -7.104 / -9.496
Lowest unoccupied orbital energy (spin up / spin down), eV: 0.9 / -1.5
Electronic energy, eV: -16141.5520
2S+1: 3


5.
The following is a quantum chemistry calculation of a single C5H8S3 molecule in a non-equilibrium geometry, from the Open Molecules 2025 dataset.

Last column: Mulliken charge in e.
Positions of all 16 atoms, in Å:
S  1.784  2.219  -0.245  -0.151
C  0.701  1.066  -0.965  -0.323
C  -0.125  0.086  0.036  0.944
C  0.800  -0.779  0.853  -1.208
S  1.652  -1.653  -0.356  -0.203
C  -1.103  -0.775  -0.907  -0.843
S  -2.608  0.368  -0.369  -0.152
C  -1.259  0.810  0.878  -0.934
H  0.138  1.368  -2.092  0.222
H  1.343  -0.106  1.415  0.556
H  0.242  -1.450  1.541  0.432
H  2.843  -0.827  -0.196  0.171
H  -1.084  -1.807  -0.582  0.375
H  -0.945  -0.732  -2.083  0.329
H  -1.244  0.430  1.967  0.330
H  -1.136  1.781  1.107  0.454

Frontier orbital gap, eV: 7.90
Charge: 0
Highest occupied orbital energy, eV: -8.957
SMILES string: S=CC1(CS)CSC1
Lowest unoccupied orbital energy, eV: -1.1
Electronic energy, eV: -37816.5231


6.
The following is a quantum chemistry calculation of a single C5H9B molecule in a non-equilibrium geometry, from the Open Molecules 2025 dataset.

Last column: Mulliken charge in e.
Positions of all 15 atoms, in Å:
B  -0.270  -1.229  -0.053  0.118
C  -0.250  1.606  1.423  0.020
C  0.755  0.681  1.585  -0.407
C  -1.213  1.742  0.372  -0.963
C  0.889  -0.446  0.685  -0.407
C  -0.342  -1.652  -1.581  -0.865
H  -0.352  2.461  2.098  0.324
H  1.203  0.611  2.613  0.246
H  -1.047  1.153  -0.539  0.226
H  -2.129  2.213  0.445  0.329
H  1.552  -1.283  1.114  0.228
H  1.333  -0.034  -0.228  0.291
H  -0.549  -2.669  -1.794  0.311
H  0.747  -1.519  -1.683  0.295
H  -0.883  -0.848  -2.174  0.254

Frontier orbital gap (spin up / spin down), eV: 7.77 / 6.28
Charge: 0
Highest occupied orbital energy (spin up / spin down), eV: -7.548 / -6.594
Lowest unoccupied orbital energy (spin up / spin down), eV: 0.2 / -0.3
Electronic energy, eV: -6002.1336


7.
The following is a quantum chemistry calculation of a molecular structure, C5H9BBr3Cl2O2S, from the Open Molecules 2025 dataset.

Last column: Mulliken charge in e.
Positions of all 23 atoms, in Å:
C  4.041  -1.433  0.077  -1.168
C  2.973  -0.700  0.830  0.739
Cl  3.305  -0.672  2.559  -0.251
C  1.857  -0.125  0.377  -0.570
Cl  1.618  -0.271  -1.387  -0.262
B  0.694  0.720  1.100  0.334
C  -0.839  0.132  0.779  -0.592
S  -1.060  -1.593  0.660  0.995
O  -1.858  -1.925  -0.509  -0.643
O  -1.443  -2.165  1.936  -0.660
H  3.930  -2.512  0.212  0.257
H  4.002  -1.198  -0.982  0.348
H  5.023  -1.162  0.466  0.333
H  0.873  0.780  2.297  -0.200
H  0.727  1.855  0.644  -0.184
H  -1.489  0.402  1.614  0.317
H  -1.257  0.515  -0.150  0.149
H  0.191  -2.046  0.417  0.056
C  -4.336  2.314  -2.095  -0.314
Br  -5.322  2.169  -3.751  -0.061
Br  -3.689  0.620  -1.491  0.062
Br  -2.912  3.600  -2.246  -0.033
H  -5.029  2.695  -1.359  0.345

Frontier orbital gap, eV: 7.42
Charge: -1
Highest occupied orbital energy, eV: -5.260
Lowest unoccupied orbital energy, eV: 2.2
Electronic energy, eV: -256110.6196


8.
The following is a quantum chemistry calculation of a single C5H9BN2O2 molecule in a non-equilibrium geometry, from the Open Molecules 2025 dataset.

Last column: Mulliken charge in e.
Positions of all 19 atoms, in Å:
B  2.760  -0.186  0.089  0.430
C  0.618  1.561  0.234  0.016
C  -0.718  1.790  0.046  -0.826
C  1.430  0.496  0.181  -0.173
C  -1.625  0.558  -0.016  0.937
C  -1.597  -1.852  0.076  -1.092
N  -1.071  -0.549  0.063  -0.294
N  -2.931  0.785  -0.215  -0.449
O  3.986  0.493  -0.081  -0.565
O  2.776  -1.559  0.043  -0.518
H  1.057  2.531  0.666  0.220
H  -1.063  2.778  0.162  0.349
H  -0.714  -2.613  0.146  0.214
H  -2.269  -2.008  0.857  0.402
H  -2.120  -2.161  -0.763  0.411
H  -3.057  1.688  -0.693  0.204
H  -3.733  0.194  -0.232  0.194
H  4.587  -0.098  -0.678  0.288
H  3.684  -1.847  0.116  0.253

Frontier orbital gap (spin up / spin down), eV: 7.36 / 6.65
Charge: 0
Highest occupied orbital energy (spin up / spin down), eV: -7.477 / -7.405
Lowest unoccupied orbital energy (spin up / spin down), eV: -0.1 / -0.8
Electronic energy, eV: -13080.3617


9.
The following is a quantum chemistry calculation of a single C5H9Br molecule in a non-equilibrium geometry, from the Open Molecules 2025 dataset.

Last column: Mulliken charge in e.
Positions of all 15 atoms, in Å:
C  1.325  -1.220  -1.400  -0.944
C  0.240  -1.345  -0.636  0.130
C  0.228  -0.712  0.665  -0.853
C  -1.287  0.337  0.786  0.083
C  -0.871  1.737  0.591  -1.043
Br  -2.148  -0.020  2.374  -0.144
H  1.541  -1.556  -2.299  0.377
H  2.214  -0.473  -1.147  0.134
H  -0.563  -1.996  -0.973  0.345
H  -0.122  -1.527  1.505  0.294
H  1.070  -0.160  1.064  0.453
H  -2.001  -0.094  -0.003  0.311
H  -0.988  2.407  1.445  0.350
H  0.218  1.728  0.402  0.248
H  -1.405  2.338  -0.200  0.259

Frontier orbital gap, eV: 10.19
Charge: 0
Highest occupied orbital energy, eV: -9.128
SMILES string: C=CC[C@H](C)Br
Lowest unoccupied orbital energy, eV: 1.1
Electronic energy, eV: -75370.8400


10.
The following is a quantum chemistry calculation of a molecular structure, C5H9Br2NO2 in a non-equilibrium geometry, from the Open Molecules 2025 dataset.

Last column: Mulliken charge in e.
Positions of all 19 atoms, in Å:
C  2.135  -1.016  0.606  -1.412
C  0.806  -0.504  -1.599  -1.221
C  1.011  -0.167  -0.074  0.920
C  -0.263  -0.387  0.729  -0.931
C  -1.914  0.848  -0.105  -0.417
N  -1.991  1.960  0.802  1.035
O  -1.146  2.779  0.686  -0.570
O  -2.918  2.044  1.568  -0.585
Br  -1.086  -2.056  0.729  0.031
Br  -3.478  -0.261  -0.371  -0.073
H  3.073  -0.645  0.027  0.379
H  2.144  -0.806  1.745  0.335
H  1.875  -2.084  0.624  0.359
H  -0.178  -0.982  -1.785  0.306
H  0.608  0.467  -2.090  0.304
H  1.632  -1.101  -2.086  0.341
H  1.431  0.916  -0.020  0.259
H  -0.289  0.104  1.723  0.534
H  -1.453  0.893  -1.109  0.407

Frontier orbital gap (spin up / spin down), eV: 8.93 / 8.93
Charge: 0
Highest occupied orbital energy (spin up / spin down), eV: -9.543 / -9.543
Lowest unoccupied orbital energy (spin up / spin down), eV: -0.6 / -0.6
Electronic energy, eV: -150995.1953


11.
The following is a quantum chemistry calculation of a gas-phase ion, C5H9BrNOS (charge +1) in a non-equilibrium geometry, from the Open Molecules 2025 dataset.

Last column: Mulliken charge in e.
Positions of all 18 atoms, in Å:
O  -0.065  1.964  -1.009  -0.445
C  0.826  1.181  -0.367  0.777
C  1.765  0.451  -0.969  -0.576
Br  3.080  -0.572  -0.072  -0.114
C  0.534  1.082  1.105  -1.027
N  -0.488  0.006  1.292  -0.069
C  -0.208  -1.153  0.446  -0.709
C  -1.121  -1.633  -0.395  -0.108
S  -2.713  -0.931  -0.609  -0.225
H  0.144  2.087  -1.943  0.346
H  1.945  0.527  -2.031  0.378
H  1.442  0.812  1.646  0.397
H  0.144  2.033  1.470  0.451
H  -0.534  -0.270  2.281  0.319
H  -1.418  0.359  1.019  0.411
H  0.740  -1.631  0.613  0.601
H  -0.898  -2.498  -0.996  0.407
H  -3.175  -1.815  -1.481  0.186

Frontier orbital gap, eV: 9.34
Charge: +1
Highest occupied orbital energy, eV: -12.630
SMILES string: O/C(=C/Br)C[NH2+]/C=C\S
Lowest unoccupied orbital energy, eV: -3.3
Electronic energy, eV: -89738.0394


12.
The following is a quantum chemistry calculation of a single C5H9BrO molecule in a non-equilibrium geometry, from the Open Molecules 2025 dataset.

Last column: Mulliken charge in e.
Positions of all 16 atoms, in Å:
C  0.030  1.425  -1.327  -1.342
C  0.596  0.400  -0.298  1.298
C  -0.349  -0.855  0.050  -1.049
C  -1.768  -0.513  0.503  -0.667
Br  -2.162  -0.077  2.384  -0.158
C  2.021  -0.014  -0.358  -0.667
O  1.444  0.825  0.677  -0.476
H  -0.372  2.344  -0.775  0.252
H  -0.738  0.887  -1.839  0.325
H  0.797  1.611  -1.992  0.464
H  0.201  -1.431  0.707  0.514
H  -0.485  -1.548  -0.898  0.261
H  -2.097  0.191  -0.176  0.390
H  -2.411  -1.415  0.289  0.372
H  2.217  -1.033  -0.076  0.223
H  2.824  0.431  -0.990  0.260

Frontier orbital gap, eV: 10.72
Charge: 0
Highest occupied orbital energy, eV: -9.885
SMILES string: C[C@@]1(CCBr)CO1
Lowest unoccupied orbital energy, eV: 0.8
Electronic energy, eV: -77418.9054


13.
The following is a quantum chemistry calculation of a single C5H9BrSi molecule in a non-equilibrium geometry, from the Open Molecules 2025 dataset.

Last column: Mulliken charge in e.
Positions of all 16 atoms, in Å:
C  0.738  -0.547  -2.334  -0.700
C  0.282  0.250  -1.361  -0.320
C  -0.310  -0.071  -0.024  0.137
C  -1.008  0.980  0.578  -0.355
C  -2.125  0.867  1.356  -1.044
Si  1.498  -0.526  1.261  0.525
Br  2.261  -2.517  0.483  -0.217
H  1.331  -0.058  -3.075  0.249
H  0.527  -1.674  -2.460  0.231
H  0.750  1.199  -1.399  0.229
H  -0.879  -0.965  0.086  0.422
H  -0.852  1.895  0.206  0.434
H  -2.685  1.639  1.774  0.301
H  -2.691  -0.045  1.566  0.225
H  0.810  -0.887  2.584  -0.038
H  2.352  0.458  0.758  -0.078

Frontier orbital gap, eV: 8.61
Charge: 0
Highest occupied orbital energy, eV: -8.164
SMILES string: C=CC(C=C)[SiH2]Br
Lowest unoccupied orbital energy, eV: 0.5
Electronic energy, eV: -83248.8259


14.
The following is a quantum chemistry calculation of a single C5H9Cl molecule in a non-equilibrium geometry, from the Open Molecules 2025 dataset.

Last column: Mulliken charge in e.
Positions of all 15 atoms, in Å:
C  0.632  -1.788  -1.285  -0.801
C  0.311  -0.513  -1.204  0.449
Cl  -0.727  0.063  -2.494  -0.229
C  0.819  0.510  -0.321  -0.588
C  -0.167  1.156  0.732  -0.530
C  -1.049  0.281  1.541  -1.071
H  0.198  -2.425  -2.069  0.285
H  1.269  -2.245  -0.468  0.209
H  1.181  1.377  -0.926  0.296
H  1.596  -0.018  0.242  0.328
H  -0.712  1.756  0.042  0.355
H  0.452  1.714  1.319  0.378
H  -0.386  -0.491  2.017  0.302
H  -1.715  0.926  2.042  0.377
H  -1.702  -0.302  0.831  0.239

Frontier orbital gap, eV: 10.34
Charge: 0
Highest occupied orbital energy, eV: -9.422
SMILES string: C=C(Cl)CCC
Lowest unoccupied orbital energy, eV: 0.9
Electronic energy, eV: -17852.2694